DFT (ωB97M-V/def2-TZVPD) results for the molecule C4H7NO2 in a non-equilibrium geometry.

Each line ends with the Mulliken charge.
Atoms and positions in Å:
O (2.96780, -0.70692, 0.33763)  -0.569
O (0.69746, -1.05646, 0.26854)  -0.374
N (1.43481, 1.02252, 0.04978)  -0.182
C (-0.34200, -0.27330, -0.42383)  0.304
C (0.00715, 0.98615, 0.30972)  -0.673
C (-1.75451, -0.77286, -0.20106)  -1.327
C (1.85542, -0.26798, 0.22545)  0.521
H (-1.82253, -1.82672, -0.47557)  0.346
H (-0.06454, -0.30404, -1.47739)  0.389
H (-2.44813, -0.20793, -0.84089)  0.357
H (-0.03362, 0.31107, 1.27635)  0.358
H (-2.08257, -0.64909, 0.83749)  0.299
H (-0.46305, 1.93163, -0.05144)  0.332
H (2.04834, 1.81392, 0.16522)  0.219

## Properties
DFT total energy	-361.82598	hartree
energy above the lowest of the compared OMol25 structures with the same formula, charge and spin	1.493	eV
SMILES string	C[C@H]1CNC(=O)O1
LUMO	0.0314	Ha

DFT (ωB97M-V/def2-TZVPD) results for the molecule C4H7NO2 in a non-equilibrium geometry.

Each line ends with the Mulliken charge.
Atoms and positions in Å:
O (-0.94082, -1.29453, 1.57213)  -0.516
O (-0.14289, 3.46587, 0.16958)  -0.487
N (-0.03102, 1.11567, 0.30523)  -0.086
C (0.08876, -1.79525, 1.15390)  0.012
C (0.46767, -1.22391, -0.17667)  -0.672
C (-0.17292, -0.00966, -0.60835)  -0.314
C (-0.21335, 2.37726, -0.29219)  0.071
H (0.71661, -2.56219, 1.57981)  0.395
H (1.51199, -1.03093, -0.41576)  0.352
H (-1.24492, -0.35583, -0.78280)  0.140
H (0.17814, -2.14178, -0.81971)  0.247
H (-0.08143, 0.73199, 1.30140)  0.236
H (-0.43462, 2.20238, -1.38060)  0.268
H (0.29882, 0.52092, -1.60598)  0.353

## Properties
DFT total energy	-361.78850	hartree
energy above the lowest of the compared OMol25 structures with the same formula, charge and spin	2.513	eV
SMILES string	O=CCCNC=O
LUMO	0.0208	Ha

DFT (ωB97M-V/def2-TZVPD) results for the molecule C4H7NO2 in a non-equilibrium geometry.

Each line ends with the Mulliken charge.
Atoms and positions in Å:
O (1.07346, -0.35478, 0.34970)  -0.337
O (-1.18730, 0.02903, 0.12077)  -0.386
N (-1.19282, 2.32201, 0.58309)  -0.664
C (0.29131, -1.48821, -1.26444)  -1.137
C (-0.17598, -0.99050, 0.16100)  0.236
C (-0.62204, 1.20432, 0.50139)  0.450
C (0.82058, 0.91808, 0.81264)  -0.229
H (-2.18028, 2.25675, 0.33907)  0.276
H (1.01139, 0.93333, 1.88114)  0.236
H (-0.65197, -1.66942, -1.71412)  0.406
H (1.47255, 1.62026, 0.30707)  0.234
H (0.86974, -0.78582, -1.91969)  0.257
H (-0.43038, -1.60363, 1.07535)  0.342
H (0.90174, -2.39142, -1.23296)  0.315

## Properties
DFT total energy	-361.79368	hartree
energy above the lowest of the compared OMol25 structures with the same formula, charge and spin	2.372	eV
SMILES string	[H]/N=C1/CO[C@H](C)O1
LUMO	0.0337	Ha

DFT (ωB97M-V/def2-TZVPD) results for the molecule C4H7NO2 in a non-equilibrium geometry.

Each line ends with the Mulliken charge.
Atoms and positions in Å:
O (-0.18544, 0.94609, 0.06620)  -0.376
O (1.08277, -1.51105, -0.04336)  -0.285
N (-0.32106, -1.31703, -0.39316)  -0.372
C (-0.80648, -0.19991, -0.00524)  0.617
C (1.82826, -0.24781, 0.31747)  -0.201
C (1.16286, 0.85890, -0.37212)  -0.523
C (-2.26713, -0.22703, 0.05395)  -0.759
H (1.56571, 1.83899, -0.14619)  0.280
H (-2.42661, -1.32529, 0.15593)  0.308
H (-2.42309, 0.30508, 1.14430)  0.216
H (-2.74526, 0.45666, -0.74475)  0.234
H (1.45968, 0.18126, 1.25997)  0.251
H (2.90106, -0.72170, 0.15348)  0.292
H (1.17473, 0.96284, -1.44648)  0.319

## Properties
DFT total energy	-361.70039	hartree
energy above the lowest of the compared OMol25 structures with the same formula, charge and spin	4.911	eV
SMILES string	CC1=NOCCO1
LUMO	0.0310	Ha

DFT (ωB97M-V/def2-TZVPD) results for a cluster of 2 separate species, C4H7NO2 in total.

Each line ends with the Mulliken charge.
Atoms and positions in Å:
O (0.66404, -2.28420, 0.51228)  -0.560
O (2.43794, -0.04584, 0.34465)  -0.527
N (-1.00940, 0.68319, -0.10492)  -0.457
C (-1.03567, -0.57815, 0.06863)  -0.205
C (0.33360, 1.21061, 0.19731)  -0.657
C (1.13550, 0.07962, 0.84523)  0.367
C (0.28345, -1.13753, 0.50488)  0.476
H (1.13076, 0.19335, 1.94279)  0.215
H (-1.92046, -1.17607, -0.13669)  0.437
H (-2.66253, 0.41443, -2.10862)  -0.187
H (2.67738, -0.98121, 0.44023)  0.334
H (-3.06778, 0.00829, -2.58263)  0.181
H (0.80442, 1.51164, -0.74407)  0.300
H (0.22875, 2.10186, 0.82092)  0.283

## Properties
DFT total energy	-361.78826	hartree
energy above the lowest of the compared OMol25 structures with the same formula, charge and spin	2.520	eV
SMILES string	O=C1C=NC[C@@H]1O.[H][H]
LUMO	-0.0104	Ha

DFT (ωB97M-V/def2-TZVPD) results for the molecule C4H7NO2.

Each line ends with the Mulliken charge.
Atoms and positions in Å:
O (-1.66542, 0.20711, 0.61098)  -0.349
O (1.29446, -1.68923, -0.41971)  -0.541
N (-0.04115, 1.75143, -0.11184)  -0.536
C (0.79473, 0.69885, -0.68091)  -0.460
C (-0.63880, -0.77721, 0.69323)  -0.549
C (-1.16535, 1.44741, 0.37585)  0.100
C (0.25971, -0.73450, -0.53469)  0.035
H (1.79521, 0.74368, -0.22639)  0.327
H (0.92014, 0.93834, -1.74343)  0.255
H (-0.31786, -1.02810, -1.41719)  0.343
H (-0.02146, -0.55262, 1.57644)  0.356
H (1.78542, -1.47789, 0.38592)  0.353
H (-1.87380, 2.21914, 0.67505)  0.387
H (-1.12583, -1.74643, 0.81670)  0.278

## Properties
DFT total energy	-361.82482	hartree
energy above the lowest of the compared OMol25 structures with the same formula, charge and spin	1.525	eV
SMILES string	O[C@@H]1CN=COC1
LUMO	0.0298	Ha

DFT (ωB97M-V/def2-TZVPD) results for the molecule C4H7NO2 in a non-equilibrium geometry.

Each line ends with the Mulliken charge.
Atoms and positions in Å:
O (-1.14727, 1.87161, 0.45049)  -0.381
O (3.29572, 1.14070, -0.03367)  -0.632
N (1.31804, 0.20140, -0.07788)  -0.349
C (0.37324, -0.84967, 0.32990)  -0.510
C (2.52383, 0.30972, 0.39314)  0.024
C (-0.97119, -0.36466, -0.07436)  -0.595
C (-0.79992, 1.10275, -0.50513)  0.136
H (2.64030, -0.45514, 1.15224)  0.284
H (-0.78977, 1.41096, -1.49252)  0.439
H (-1.70781, -0.45776, 0.72334)  0.337
H (-1.30934, -0.83949, -1.01432)  0.242
H (0.36893, -1.05498, 1.45110)  0.321
H (0.65436, -1.83533, -0.09085)  0.282
H (-0.65912, 2.72915, 0.37907)  0.402

## Properties
DFT total energy	-361.71053	hartree
energy above the lowest of the compared OMol25 structures with the same formula, charge and spin	4.635	eV
LUMO (alpha / beta)	-0.0321 / -0.0321	Ha

DFT (ωB97M-V/def2-TZVPD) results for the molecule C4H7NO2.

Each line ends with the Mulliken charge.
Atoms and positions in Å:
O (1.81129, -0.65716, 0.64358)  -0.451
O (-1.98144, 0.24586, 1.50082)  -0.438
N (-0.67844, 0.42812, 1.01106)  -0.220
C (-0.46415, -0.22378, -0.21748)  0.361
C (0.98733, -0.42797, -0.50200)  0.015
C (2.00470, 0.54645, -0.08683)  -0.382
C (-1.42849, -0.59227, -1.06145)  -0.953
H (1.69209, 1.45664, 0.42203)  0.262
H (2.94389, 0.60139, -0.63441)  0.268
H (-2.47376, -0.43452, -0.81979)  0.293
H (-2.38319, 1.11954, 1.40196)  0.345
H (1.19832, -1.07293, -1.35806)  0.349
H (-1.18604, -1.04997, -2.01350)  0.260
H (-0.04210, 0.06062, 1.71408)  0.290

## Properties
DFT total energy	-361.73178	hartree
energy above the lowest of the compared OMol25 structures with the same formula, charge and spin	4.057	eV
SMILES string	C=C(NO)[C@H]1CO1
LUMO	0.0358	Ha

DFT (ωB97M-V/def2-TZVPD) results for the molecule C4H7NO2.

Each line ends with the Mulliken charge.
Atoms and positions in Å:
O (-0.15906, 0.43589, 2.68543)  -0.484
O (-1.33141, -1.52030, -0.33062)  -0.612
N (0.38127, -1.12772, -1.76294)  -0.382
C (0.29901, 0.09534, 0.35186)  0.503
C (-0.27002, 1.49022, 0.08293)  -1.321
C (0.03364, -0.34271, 1.78612)  -0.175
C (-0.29799, -0.92824, -0.60042)  0.371
H (1.39446, 0.11707, 0.23429)  0.270
H (0.05741, -1.43510, 1.96832)  0.341
H (-0.01277, 1.83162, -0.92472)  0.343
H (-1.35986, 1.47577, 0.17675)  0.323
H (-0.04256, -1.71764, -2.46200)  0.245
H (1.18283, -0.57277, -2.01918)  0.208
H (0.12506, 2.19857, 0.81417)  0.370

## Properties
DFT total energy	-361.86388	hartree
energy above the lowest of the compared OMol25 structures with the same formula, charge and spin	0.462	eV
SMILES string	C[C@@H](C=O)C(N)=O
LUMO	0.0237	Ha